# 1
The following is a DFT calculation (ωB97M-V/def2-TZVPD) of a single C5H5NO2 molecule in a non-equilibrium geometry.

Last column: natural (NBO) charge in e.
Element x y z (Å)
C 2.2843 -0.7752 -0.1084  -0.4257
C 1.0221 -0.4002 -0.0012  0.2223
O -0.1217 -1.2231 -0.1158  -0.5374
C -1.4727 -0.9692 0.2309  0.0473
C -1.8913 0.3042 -0.0671  -0.0935
N -0.8827 1.2968 -0.3975  -0.6946
C 0.5063 1.0125 0.0158  0.6435
O 1.2283 1.8824 0.3789  -0.5317
H 3.4230 -0.3929 -0.2654  0.2590
H 2.4207 -1.7562 -0.1854  0.2017
H -2.1881 -1.8379 0.7391  0.2369
H -3.0493 0.5009 0.5061  0.2264
H -1.2788 2.3579 -0.7300  0.4459

Highest occupied orbital energy, eV: -8.42
SMILES string: C=C1OC=CNC1=O
DFT total energy, a.u.: -398.592790
Gap between HOMO and LUMO, eV: 8.975
E_LUMO, Eh: 0.021
Relative energy (zero: lowest compared OMol25 entry of this formula, charge and spin), kJ/mol: 487.5

=====

# 2
The following is a DFT calculation (ωB97M-V/def2-TZVPD) of C5H5NO2 as an isolated structure in a non-equilibrium geometry.

Last column: natural (NBO) charge in e.
Element x y z (Å)
C -0.0420 0.0878 -0.0280  -0.2812
C -1.2698 -0.2828 0.8037  0.2085
C -0.2142 -1.1773 1.0024  0.0639
C 1.1724 0.3476 0.6690  0.7635
C -0.1645 0.1473 -1.5061  -0.6418
N -2.4804 0.0035 0.6930  -0.5742
O 1.0118 -0.1957 1.8514  -0.5196
O 2.2489 0.6272 0.0963  -0.6152
H 0.4828 -0.6205 -2.0546  0.2186
H -1.2313 0.0543 -1.7801  0.2522
H 0.5453 0.9832 -1.7133  0.2398
H -3.1048 -0.5896 1.2754  0.3615
H 3.0459 0.6151 0.6909  0.5239

Highest occupied orbital energy, eV: -8.65
DFT total energy, a.u.: -398.548428
Gap between HOMO and LUMO, eV: 8.794
E_LUMO, Eh: 0.005
Relative energy (zero: lowest compared OMol25 entry of this formula, charge and spin), kJ/mol: 604.0

=====

# 3
The following is a DFT calculation (ωB97M-V/def2-TZVPD) of a single C5H5NO2 molecule in a non-equilibrium geometry.

Last column: natural (NBO) charge in e.
Element x y z (Å)
C 0.8312 1.7530 0.0229  -0.6281
C 0.2687 0.4125 -0.0368  0.4344
C 1.3208 -0.6407 -0.1182  0.2143
N 2.0696 -1.4794 0.0365  -0.2761
O -0.5256 0.1632 1.1725  -0.4562
C -1.4978 -0.5496 0.6608  0.0608
C -1.6364 -0.4695 -0.6514  -0.0067
O -0.5396 0.2288 -1.1368  -0.4863
H -0.0755 2.4118 0.2055  0.2343
H 1.3698 1.7393 0.9618  0.2368
H 1.3268 2.0474 -0.8785  0.2444
H -2.3107 -0.9306 1.2848  0.2155
H -1.9952 -1.0824 -1.3792  0.2129

Highest occupied orbital energy, eV: -8.89
SMILES string: CC1(C#N)OC=CO1
DFT total energy, a.u.: -398.673379
Gap between HOMO and LUMO, eV: 9.761
E_LUMO, Eh: 0.032
Relative energy (zero: lowest compared OMol25 entry of this formula, charge and spin), kJ/mol: 275.9

=====

# 4
The following is a DFT calculation (ωB97M-V/def2-TZVPD) of a single C5H5NO2 molecule in a non-equilibrium geometry.

Last column: natural (NBO) charge in e.
Element x y z (Å)
C -0.0839 0.5891 1.8946  -0.6309
C 0.1937 0.1415 0.4905  -0.0714
C 1.6030 -0.1837 0.1560  0.2290
N 2.7073 -0.4843 -0.0390  -0.2762
C -0.7734 0.1407 -0.4463  -0.2446
C -0.7615 -0.2929 -1.8737  0.7349
O -1.7631 -0.1296 -2.5569  -0.5429
O 0.2684 -0.9857 -2.4003  -0.6599
H 0.4086 1.5662 2.1209  0.2432
H -1.1816 0.7360 2.0421  0.2339
H 0.2525 -0.2623 2.5801  0.2389
H -1.8155 0.4317 -0.2202  0.2469
H 0.9456 -1.2667 -1.7479  0.4991

Highest occupied orbital energy, eV: -10.90
SMILES string: C/C(C#N)=C/C(=O)O
DFT total energy, a.u.: -398.739131
Gap between HOMO and LUMO, eV: 10.152
E_LUMO, Eh: -0.027
Relative energy (zero: lowest compared OMol25 entry of this formula, charge and spin), kJ/mol: 103.3

=====

# 5
The following is a DFT calculation (ωB97M-V/def2-TZVPD) of a 3-piece molecular cluster, C5H5NO2S2 overall in a non-equilibrium geometry.

Last column: natural (NBO) charge in e.
Element x y z (Å)
C 0.8711 -1.2721 -0.6687  0.3228
C 1.5213 -0.4240 4.5107  1.0283
C 1.8468 -0.4885 -2.7027  -0.2873
C 0.9953 -0.2793 -1.6964  -0.3205
C -0.6110 -0.1805 2.6199  -0.5312
N 0.6366 -2.0706 0.1280  -0.3625
O 1.5412 0.6815 4.2485  -0.5209
O 1.4884 -1.5395 4.7069  -0.5034
S -1.4325 0.8285 3.7198  0.1131
S -0.7412 -1.9465 2.7732  0.0640
H 2.0894 0.3887 -3.3669  0.2292
H 2.2540 -1.5323 -2.6942  0.2258
H 0.7159 0.6301 -1.3704  0.2326
H -0.5670 1.8244 3.5556  0.1350
H -0.2035 -2.2971 1.6292  0.1750

Highest occupied orbital energy, eV: -7.91
DFT total energy, a.u.: -1195.007135
Gap between HOMO and LUMO, eV: 7.958
E_LUMO, Eh: 0.002
Relative energy (zero: lowest compared OMol25 entry of this formula, charge and spin), kJ/mol: 177.6

=====

# 6
The following is a DFT calculation (ωB97M-V/def2-TZVPD) of a 2-piece molecular cluster, C5H5NO4 overall in a non-equilibrium geometry.

Last column: natural (NBO) charge in e.
Element x y z (Å)
O -1.9984 -0.2916 -0.6463  -0.6395
C -0.9301 0.2738 -0.5777  0.7630
C 0.1281 -0.1734 -1.4232  -0.2988
C 1.4224 0.2259 -1.2668  -0.1079
C 1.6510 1.2698 -0.2453  -0.3289
C 0.6378 1.5813 0.6098  0.1822
O -0.6985 1.1808 0.3978  -0.4481
H -0.0634 -0.8953 -2.0658  0.2238
H 2.3558 -0.0328 -1.6708  0.2282
H 2.5596 1.7175 0.0938  0.2354
H 0.7218 2.2673 1.4739  0.2143
O -0.1925 -2.0278 2.1994  -0.3048
N -0.8518 -1.6519 1.2934  0.3132
O -2.1754 -2.0204 1.3111  -0.5543
H -2.5665 -1.4232 0.5169  0.5222

Highest occupied orbital energy, eV: -9.55
SMILES string: O=c1cccco1.O=NO
DFT total energy, a.u.: -549.107237
Gap between HOMO and LUMO, eV: 9.259
E_LUMO, Eh: -0.011
Relative energy (zero: lowest compared OMol25 entry of this formula, charge and spin), kJ/mol: 274.8

=====

# 7
The following is a DFT calculation (ωB97M-V/def2-TZVPD) of a 2-piece molecular cluster, C5H5NO4 overall in a non-equilibrium geometry.

Last column: Löwdin spin population.
Element x y z (Å)
C -1.7813 0.6585 -0.1255  0.1848
C -0.8314 0.5087 0.8190  0.0046
C 1.3684 -1.1370 0.8741  0.0785
C -1.5614 -0.4801 -1.0916  0.0373
C 0.0942 -0.5472 0.4526  0.3396
N 1.9109 0.9632 -0.1211  0.4337
O 1.8948 1.9120 0.5989  0.2641
O 1.9050 -1.9856 0.1694  0.1957
O 2.5150 0.6653 -1.0732  0.2713
O -0.4488 -1.1400 -0.6201  0.1376
H -2.4847 1.4069 -0.1902  0.0117
H -0.5680 1.2279 1.5638  -0.0052
H 1.8923 -0.7913 1.8491  -0.0017
H -2.4184 -1.2954 -1.0145  0.0263
H -1.4865 0.0342 -2.0907  0.0217

Highest occupied orbital energy (spin up / spin down), eV: -7.20 / -9.94
Multiplicity: 3
⟨S²⟩: 2.0270
DFT total energy, a.u.: -549.000646
Gap between HOMO and LUMO (spin up / spin down), eV: 7.204 / 7.747
E_LUMO (spin up / spin down), Eh: 0.000 / -0.081
Relative energy (zero: lowest compared OMol25 entry of this formula, charge and spin), kJ/mol: 0.0

=====

# 8
The following is a DFT calculation (ωB97M-V/def2-TZVPD) of C5H5NO4Sr as an isolated structure in a non-equilibrium geometry.

Last column: natural (NBO) charge in e.
Element x y z (Å)
O -4.7463 -0.2179 -0.6340  -0.3210
C -3.7651 0.2105 -0.2067  0.3797
Sr -1.3119 1.0554 0.5716  1.7739
C -1.5922 1.3181 3.2030  0.3710
C -0.9865 3.5559 -0.2320  0.3750
O -1.8134 1.5158 4.3188  -0.3130
O -0.7405 4.5896 -0.6868  -0.3149
C 1.8170 -1.4801 -1.8142  -0.7269
C 1.2767 -1.0287 -0.5126  0.7447
N 1.7817 -1.4150 0.6669  -0.7272
O 0.2831 -0.2301 -0.4322  -0.9054
H 2.6663 -2.1523 -1.6765  0.2572
H 2.1505 -0.6321 -2.4210  0.2827
H 1.0577 -2.0087 -2.3995  0.2828
H 1.3586 -1.0412 1.5219  0.4034
H 2.5642 -2.0394 0.7333  0.4381

Highest occupied orbital energy, eV: -18.43
DFT total energy, a.u.: -579.434223
Charge: +2
Gap between HOMO and LUMO, eV: 10.230
E_LUMO, Eh: -0.301
Relative energy (zero: lowest compared OMol25 entry of this formula, charge and spin), kJ/mol: 9.5

=====

# 9
The following is a DFT calculation (ωB97M-V/def2-TZVPD) of a single C5H5NOS molecule in a non-equilibrium geometry.

Last column: natural (NBO) charge in e.
Element x y z (Å)
N -0.8424 2.2602 0.4942  -0.3171
C -0.3003 1.5263 -0.2686  0.2943
C 0.6193 0.3731 -0.7976  -0.4275
C 1.6833 -0.0576 0.1001  0.5854
O 2.9001 -0.0814 -0.0100  -0.4808
C 0.7085 -0.9284 0.8617  -0.5733
C -0.1641 -0.9714 -0.3500  -0.2583
S -2.0693 -0.6709 -0.1015  -0.0167
H 1.2421 0.3050 -1.7673  0.2883
H 0.9750 -2.0406 1.1494  0.2452
H 0.1952 -0.6346 1.7928  0.2725
H 0.1032 -1.7877 -1.1636  0.2577
H -1.9907 0.0700 0.9596  0.1304

Highest occupied orbital energy, eV: -9.73
SMILES string: N#C[C@H]1C(=O)C[C@H]1S
DFT total energy, a.u.: -721.585805
Gap between HOMO and LUMO, eV: 9.462
E_LUMO, Eh: -0.010
Relative energy (zero: lowest compared OMol25 entry of this formula, charge and spin), kJ/mol: 351.4

=====

# 10
The following is a DFT calculation (ωB97M-V/def2-TZVPD) of a single C5H5NOS molecule in a non-equilibrium geometry.

Last column: natural (NBO) charge in e.
Element x y z (Å)
N 2.0109 -2.2703 -0.1183  -0.2943
C 0.9734 -1.6745 -0.0500  0.2530
C -0.3231 -1.0586 0.2260  -0.4326
C -0.0741 0.0141 1.3482  0.6150
O -0.1947 -0.2610 2.5294  -0.4654
C -0.0895 1.1153 0.4044  -0.5291
C -0.6504 0.2921 -0.6694  -0.3836
S -0.1440 0.8069 -2.1969  0.0833
H -1.2253 -1.8508 0.1511  0.2880
H -0.6967 1.9581 0.5732  0.2545
H 0.9977 1.4452 0.2079  0.2485
H -1.7492 0.5003 -0.5342  0.2430
H 1.1648 0.9833 -1.8713  0.1196

Highest occupied orbital energy, eV: -9.62
SMILES string: N#C[C@H]1C(=O)C[C@H]1S
DFT total energy, a.u.: -721.610783
Gap between HOMO and LUMO, eV: 9.611
E_LUMO, Eh: 0.000
Relative energy (zero: lowest compared OMol25 entry of this formula, charge and spin), kJ/mol: 285.8

=====

# 11
The following is a DFT calculation (ωB97M-V/def2-TZVPD) of a single C5H5NS molecule in a non-equilibrium geometry.

Last column: natural (NBO) charge in e.
Element x y z (Å)
C 2.6096 -1.2552 -0.7542  -0.1316
C 1.7285 -1.0684 0.0320  -0.1076
C 0.7988 -0.8964 1.0999  0.0989
N -0.3586 -0.3390 0.9802  -0.3559
C -1.2119 0.0389 0.0779  0.0908
C -1.4001 1.4973 -0.2750  -0.6720
S -2.2729 -1.0130 -0.5616  -0.1061
H 3.3839 -1.1452 -1.4690  0.2416
H 1.1429 -1.3427 2.1549  0.2228
H -1.0272 1.5978 -1.3332  0.2480
H -0.9522 2.2895 0.4078  0.2228
H -2.4407 1.6365 -0.3598  0.2481

Highest occupied orbital energy, eV: -8.32
SMILES string: C#C/C=N\C(C)=S
DFT total energy, a.u.: -646.339112
Gap between HOMO and LUMO, eV: 7.926
E_LUMO, Eh: -0.014
Relative energy (zero: lowest compared OMol25 entry of this formula, charge and spin), kJ/mol: 298.5

=====

# 12
The following is a DFT calculation (ωB97M-V/def2-TZVPD) of C5H5O3 as an isolated structure in a non-equilibrium geometry.

Last column: natural (NBO) charge in e.
Element x y z (Å)
C -0.0956 0.0276 -0.3936  -0.0366
C 1.7591 0.4432 -0.0990  0.5574
C 0.3580 -1.2468 -0.0188  0.3578
C 1.8705 -1.0612 0.1168  -0.5922
C -2.1968 1.1701 0.0604  -0.2340
O 2.5125 1.4064 -0.0529  -0.6428
O -0.3156 -2.2660 0.1886  -0.7570
O -1.2003 0.7302 -0.8502  -0.5424
H 2.3718 -1.6079 -0.7149  0.1968
H 2.4492 -1.3420 0.9718  0.1968
H -1.9822 1.1937 1.1133  0.1730
H -2.9935 0.4313 -0.0987  0.1643
H -2.5372 2.1214 -0.2228  0.1589

Highest occupied orbital energy, eV: -2.66
DFT total energy, a.u.: -419.163106
Charge: -1
Gap between HOMO and LUMO, eV: 6.595
E_LUMO, Eh: 0.145
Relative energy (zero: lowest compared OMol25 entry of this formula, charge and spin), kJ/mol: 332.7